ORCA calculation (the ωB97M-V functional and the def2-TZVPD basis) on a cluster of 2 separate species, C4H11N3O2 in total in a non-equilibrium geometry.

Cartesian coordinates (Å):
H 0.426 1.976 -0.852
N -0.228 1.260 -0.595
C -0.089 0.223 -1.384
N -0.799 -0.880 -1.334
N 0.745 0.242 -2.574
C 2.279 0.342 -2.494
H -0.547 -1.589 -2.052
H -1.589 -0.974 -0.766
H 0.462 1.065 -3.164
H 2.680 1.424 -2.332
H 2.815 0.051 -3.402
H 2.518 -0.253 -1.537
C -1.122 -0.748 3.762
C -1.018 -0.311 2.187
O -1.665 -1.061 1.510
O -0.616 0.895 1.981
H -0.269 -0.614 4.379
H -1.488 -1.812 3.735
H -2.060 -0.210 4.027
H -0.435 0.977 0.909

Calculated values
**Calculated total energy**: -473.7392 hartree
**Relative energy (zero: lowest compared OMol25 entry of this formula, charge and spin)**: 39.9 kcal/mol
**M**: 133.2 g mol⁻¹
**Net charge**: 0
**Highest occupied orbital energy**: -9.3 eV